Molecular formula: C37H66N2O5
Method: DFT, wB97M-V/def2-TZVPD

Its net charge is 0. Its spin multiplicity is 3. For the HOMO energy (spin up / spin down), the calculation gives -8.50 / -9.37 eV.

Last columns: bonded neighbours and bond lengths (Å).
CARTESIAN COORDINATES (ANGSTROEM)
1 C 5.6506 -2.5449 2.5226  C2 1.530, H23 1.076, H24 1.076, H25 1.075
2 C 4.6450 -1.7387 3.3480  C1 1.530, C3 1.512, H26 1.076, H27 1.079
3 C 4.9860 -0.2662 3.3727  C2 1.512, C4 1.525, H28 1.080, H29 1.078
4 C 3.8929 0.5904 4.0023  C3 1.525, C5 1.536, H30 1.080, H31 1.076
5 C 2.8546 1.0817 2.9833  C4 1.536, C6 1.516, H32 1.076, H33 1.075
6 C 2.4456 2.4922 3.3578  C5 1.516, C7 1.518, H34 1.080, H35 1.082
7 C 1.3137 3.0743 2.5309  C6 1.518, C8 1.530, H36 1.079, H37 1.078
8 C 0.0571 2.2056 2.4420  C7 1.530, C9 1.519, H38 1.076, H39 1.081
9 C -1.0396 2.6905 3.3741  C8 1.519, C10 1.523, H40 1.079, H41 1.080
10 C -0.6565 2.8523 4.8388  C9 1.523, C11 1.560, H42 1.071, H43 1.077
11 C -1.0147 1.7561 5.8887  C10 1.560, C12 1.488, H44 1.077, H45 1.074
12 C -1.4516 0.4053 5.4444  C11 1.488, C13 1.294, C21 1.485
13 C -0.6919 -0.5317 4.9775  C12 1.294, C14 1.480, H46 1.069
14 C -1.3593 -1.7983 4.6007  C13 1.480, O15 1.185, C16 1.484
15 O -0.9069 -2.8658 4.8454  C14 1.185
16 C -2.6803 -1.6224 3.9487  C14 1.484, C17 1.490, C20 1.293
17 C -3.0609 -2.4962 2.8039  C16 1.490, C18 1.515, H47 1.075, H48 1.076
18 C -2.3036 -2.0831 1.5584  C17 1.515, O19 1.416, H49 1.086, H50 1.085
19 O -3.0722 -2.4248 0.4196  C18 1.416, H51 0.957
20 C -3.4441 -0.6949 4.4272  C16 1.293, C21 1.482, H52 1.066
21 C -2.8968 0.0846 5.5622  C12 1.485, C20 1.482, O22 1.183
22 O -3.5429 0.3822 6.5078  C21 1.183
23 H 6.3074 -1.8748 1.9951  C1 1.076
24 H 6.2575 -3.1748 3.1496  C1 1.076
25 H 5.1556 -3.1930 1.8224  C1 1.075
26 H 4.6759 -2.1259 4.3513  C2 1.076
27 H 3.6523 -1.8680 2.9463  C2 1.079
28 H 5.8966 -0.1568 3.9433  C3 1.080
29 H 5.1917 0.0815 2.3735  C3 1.078
30 H 3.4211 -0.0078 4.7672  C4 1.080
31 H 4.3560 1.4256 4.4978  C4 1.076
32 H 3.3088 1.0368 2.0086  C5 1.076
33 H 2.0407 0.3819 3.0430  C5 1.075
34 H 3.3147 3.1081 3.1802  C6 1.080
35 H 2.2779 2.5181 4.4264  C6 1.082
36 H 1.0373 4.0746 2.8261  C7 1.079
37 H 1.6974 3.1730 1.5281  C7 1.078
38 H 0.2634 1.1531 2.5222  C8 1.076
39 H -0.3559 2.3459 1.4523  C8 1.081
40 H -1.9580 2.1448 3.2234  C9 1.079
41 H -1.2389 3.6914 3.0215  C9 1.080
42 H 0.3844 3.0829 4.9418  C10 1.071
43 H -1.1808 3.7314 5.1727  C10 1.077
44 H -0.1448 1.6180 6.5084  C11 1.077
45 H -1.7675 2.1505 6.5457  C11 1.074
46 H 0.3663 -0.4095 4.8826  C13 1.069
47 H -2.8729 -3.5276 3.0403  C17 1.075
48 H -4.0959 -2.2703 2.6140  C17 1.076
49 H -1.2883 -2.4674 1.5591  C18 1.086
50 H -2.2099 -1.0034 1.5989  C18 1.085
51 H -2.5872 -2.0638 -0.3225  O19 0.957
52 H -4.4196 -0.4942 4.0473  C20 1.066
53 C 0.3224 3.7371 -4.2223  C54 1.548, H64 1.092, H65 1.085, H66 1.082
54 C 0.2096 4.2918 -2.7812  C53 1.548, C55 1.531, N59 1.493, C63 1.523
55 C -0.4305 5.6820 -2.7938  C54 1.531, C56 1.524, H67 1.095, H68 1.091
56 C 0.4997 6.7831 -3.2886  C55 1.524, C57 1.525, H69 1.094, H70 1.092
57 C 1.7991 6.7719 -2.4908  C56 1.525, C58 1.527, H71 1.092, H72 1.095
58 C 2.4846 5.4071 -2.4997  C57 1.527, N59 1.496, C61 1.541, C62 1.522
59 N 1.5500 4.3010 -2.1246  C54 1.493, C58 1.496, O60 1.275
60 O 1.3877 4.3249 -0.8604  N59 1.275
61 C 3.0904 5.1707 -3.8966  C58 1.541, H73 1.091, H74 1.089, H75 1.088
62 C 3.6832 5.4430 -1.5621  C58 1.522, H76 1.088, H77 1.089, H78 1.091
63 C -0.7514 3.3487 -2.0691  C54 1.523, H79 1.093, H80 1.090, H81 1.090
64 H -0.1292 4.4091 -4.9550  C53 1.092
65 H 1.3458 3.5470 -4.5289  C53 1.085
66 H -0.1690 2.7774 -4.3167  C53 1.082
67 H -0.7591 5.9366 -1.7803  C55 1.095
68 H -1.3330 5.6563 -3.4066  C55 1.091
69 H 0.6967 6.6646 -4.3578  C56 1.094
70 H 0.0102 7.7522 -3.1755  C56 1.092
71 H 2.4819 7.5253 -2.8880  C57 1.092
72 H 1.5807 7.0667 -1.4594  C57 1.095
73 H 3.4921 4.1604 -3.9814  C61 1.091
74 H 3.9120 5.8651 -4.0685  C61 1.089
75 H 2.3839 5.3307 -4.7083  C61 1.088
76 H 3.4082 5.7312 -0.5495  C62 1.088
77 H 4.4073 6.1741 -1.9181  C62 1.089
78 H 4.1783 4.4718 -1.5199  C62 1.091
79 H -0.3222 2.3479 -1.9792  C63 1.093
80 H -1.6730 3.2737 -2.6467  C63 1.090
81 H -1.0206 3.6989 -1.0729  C63 1.090
82 C -4.4442 -4.7290 -3.3236  C83 1.555, H93 1.091, H94 1.086, H95 1.089
83 C -3.1725 -4.7083 -4.2174  C82 1.555, C84 1.531, N88 1.494, C92 1.523
84 C -3.0331 -6.0235 -4.9876  C83 1.531, C85 1.524, H96 1.095, H97 1.091
85 C -2.5670 -7.1930 -4.1291  C84 1.524, C86 1.527, H98 1.094, H99 1.091
86 C -1.2760 -6.8304 -3.3998  C85 1.527, C87 1.527, H100 1.091, H101 1.095
87 C -1.4029 -5.5455 -2.5840  C86 1.527, N88 1.491, C90 1.536, C91 1.522
88 N -1.9640 -4.4217 -3.3866  C83 1.494, C87 1.491, O89 1.276
89 O -1.0403 -3.9671 -4.1412  N88 1.276
90 C -2.2745 -5.8347 -1.3530  C87 1.536, H102 1.092, H103 1.089, H104 1.088
91 C -0.0396 -5.1783 -2.0147  C87 1.522, H105 1.088, H106 1.089, H107 1.091
92 C -3.4277 -3.6053 -5.2359  C83 1.523, H108 1.091, H109 1.089, H110 1.089
93 H -5.0268 -5.6407 -3.4609  C82 1.091
94 H -4.2244 -4.6289 -2.2649  C82 1.086
95 H -5.0982 -3.8877 -3.5487  C82 1.089
96 H -2.3161 -5.8875 -5.8039  C84 1.095
97 H -3.9862 -6.2661 -5.4600  C84 1.091
98 H -3.3483 -7.4809 -3.4201  C85 1.094
99 H -2.3956 -8.0650 -4.7628  C85 1.091
100 H -0.9811 -7.6513 -2.7439  C86 1.091
101 H -0.4736 -6.7209 -4.1366  C86 1.095
102 H -2.4884 -4.9192 -0.7981  C90 1.092
103 H -1.7563 -6.5127 -0.6760  C90 1.089
104 H -3.2172 -6.3196 -1.5995  C90 1.088
105 H 0.7178 -5.0713 -2.7886  C91 1.088
106 H 0.3002 -5.9617 -1.3396  C91 1.089
107 H -0.0872 -4.2454 -1.4502  C91 1.091
108 H -3.4797 -2.6280 -4.7542  C92 1.091
109 H -4.3798 -3.7897 -5.7318  C92 1.089
110 H -2.6622 -3.5655 -6.0092  C92 1.089